[1]
# C20H40N14O4PPbS

A structure of composition C20H40N14O4PPbS at a distorted geometry (the ωB97M-V functional and the def2-TZVPD basis, the OMol25 dataset).

Last column: Löwdin charge in e.
CARTESIAN COORDINATES (ANGSTROEM)
1 Pb -0.329 -0.450 0.039  1.4003
2 C 1.481 3.001 4.697  -0.0392
3 N 0.790 3.170 3.426  -0.1426
4 C -0.241 4.197 3.376  -0.0304
5 C 1.039 2.418 2.330  -0.4247
6 O 0.443 2.563 1.270  0.0031
7 C 2.120 1.349 2.517  -0.1075
8 O 2.146 0.368 1.510  -0.1808
9 C 3.169 0.427 0.545  -0.1262
10 C 2.685 0.737 -0.870  -0.4303
11 O 1.499 0.926 -1.179  -0.1336
12 N 3.666 0.788 -1.781  -0.1265
13 C 5.058 0.488 -1.474  -0.0278
14 C 3.338 0.937 -3.193  -0.0172
15 H 1.123 3.760 5.385  0.0924
16 H 2.560 3.126 4.595  0.0963
17 H 1.279 2.021 5.135  0.0922
18 H 0.193 5.182 3.554  0.0967
19 H -1.006 4.005 4.130  0.0933
20 H -0.694 4.178 2.391  0.0751
21 H 1.932 0.818 3.453  0.1286
22 H 3.091 1.849 2.605  0.1391
23 H 3.619 -0.567 0.499  0.1233
24 H 3.933 1.153 0.837  0.1291
25 H 5.435 1.113 -0.664  0.0900
26 H 5.654 0.696 -2.358  0.0949
27 H 5.187 -0.563 -1.207  0.1052
28 H 2.259 0.959 -3.298  0.0736
29 H 3.737 0.092 -3.755  0.1026
30 H 3.765 1.863 -3.585  0.0963
31 N -0.801 -3.594 -2.049  0.1506
32 C -1.771 -2.645 -2.185  -0.4340
33 N -2.805 -2.687 -3.037  0.0633
34 N -3.405 -1.518 -2.911  -0.0435
35 N -2.797 -0.795 -2.021  -0.2390
36 N -1.764 -1.497 -1.516  -0.1431
37 C 0.487 -3.270 -1.650  -0.4518
38 N 1.532 -4.016 -1.957  0.0421
39 N 2.582 -3.380 -1.421  -0.0734
40 N 2.207 -2.311 -0.820  -0.0693
41 N 0.860 -2.195 -0.933  -0.1256
42 H -0.861 -4.402 -2.650  0.1489
43 C -3.042 4.274 -2.284  -0.1218
44 N -1.593 4.056 -2.698  -0.0787
45 C -1.587 3.646 -4.166  -0.1208
46 N -2.388 2.498 -4.373  -0.1472
47 C -3.764 2.753 -3.961  -0.1441
48 N -3.836 3.132 -2.553  -0.1489
49 C -3.552 2.000 -1.670  -0.2798
50 P -1.857 1.254 -1.923  0.9448
51 C -0.973 2.977 -1.870  -0.2478
52 C -1.848 1.264 -3.801  -0.2609
53 H -3.411 5.137 -2.843  0.1439
54 H -3.045 4.493 -1.216  0.1420
55 H -1.076 4.930 -2.591  0.1802
56 H -0.553 3.459 -4.454  0.1437
57 H -1.987 4.488 -4.735  0.1436
58 H -4.354 1.852 -4.116  0.1431
59 H -4.168 3.565 -4.569  0.1380
60 H -4.280 1.213 -1.856  0.0854
61 H -3.648 2.331 -0.633  0.0961
62 H 0.053 2.815 -2.208  0.0817
63 H -0.917 3.296 -0.828  0.0810
64 H -2.444 0.431 -4.167  0.0800
65 H -0.820 1.133 -4.147  0.0979
66 C -3.101 0.238 4.896  -0.1462
67 C -3.066 -1.030 4.052  -0.3676
68 S -1.324 -1.423 3.607  0.9186
69 O -1.330 -1.658 2.126  -0.7209
70 C -1.209 -3.091 4.360  -0.3749
71 C -2.073 -4.100 3.628  -0.1275
72 H -4.131 0.513 5.122  0.0797
73 H -2.632 1.067 4.364  0.0628
74 H -2.570 0.095 5.837  0.0740
75 H -3.570 -0.900 3.096  0.0944
76 H -3.505 -1.872 4.582  0.0799
77 H -1.485 -2.973 5.410  0.0917
78 H -0.152 -3.351 4.299  0.0865
79 H -3.131 -3.966 3.849  0.0726
80 H -1.794 -5.112 3.916  0.0843
81 H -1.928 -4.003 2.553  0.0707

Summary:
Total charge: +1
Max |F|, Eh/bohr: 0.0364
Gap between HOMO and LUMO, Eh: 0.2842
HOMO level, eV: -10.1
Energy relative to the best compared isomer or geometry (same formula, charge and spin), eV: 0.438
Calculated total energy, eV: -75804.4104
Spin multiplicity: 1

[2]
# C20H40N4O10

The molecule C20H40N4O10 (the ωB97M-V functional and the def2-TZVPD basis, the OMol25 dataset).

Last column: natural (NBO) charge in e.
CARTESIAN COORDINATES (ANGSTROEM)
1 C -5.788 -1.957 2.259  -0.4027
2 N -5.884 -1.665 0.842  -0.6536
3 C -4.731 -0.959 0.296  -0.1134
4 C -4.920 0.571 0.352  0.0582
5 O -6.129 0.962 -0.238  -0.7310
6 C -3.727 1.252 -0.342  0.3651
7 O -2.594 0.975 0.436  -0.5613
8 C -1.370 1.505 -0.064  0.0664
9 C -0.253 0.526 0.309  0.0718
10 O -0.489 -0.706 -0.319  -0.7695
11 C 1.120 1.085 -0.116  0.0917
12 O 2.102 0.144 0.290  -0.5575
13 C 2.714 -0.630 -0.693  0.3913
14 O 3.963 -0.113 -1.071  -0.5617
15 C 4.852 0.021 0.034  0.0298
16 C 6.152 0.630 -0.523  0.0836
17 C 5.922 2.066 -0.982  -0.6300
18 O 6.649 -0.169 -1.579  -0.7278
19 C 5.094 -1.336 0.719  0.0638
20 O 5.751 -2.275 -0.103  -0.7642
21 C 3.751 -1.969 1.122  0.0694
22 O 3.944 -3.231 1.704  -0.7185
23 C 2.872 -2.061 -0.135  -0.1199
24 N 1.558 -2.610 0.180  -0.8526
25 C 1.399 2.447 0.528  -0.0607
26 N 2.714 2.916 0.122  -0.8323
27 C 0.267 3.420 0.159  -0.4283
28 C -1.119 2.907 0.546  -0.0612
29 N -1.299 2.948 1.986  -0.8328
30 O -3.613 0.835 -1.669  -0.5377
31 C -3.407 -0.562 -1.810  -0.1120
32 C -4.517 -1.405 -1.171  0.2310
33 C -4.130 -2.885 -1.208  -0.6419
34 O -5.702 -1.195 -1.929  -0.7422
35 H -4.945 -2.629 2.421  0.1903
36 H -5.651 -1.068 2.889  0.1655
37 H -6.701 -2.464 2.569  0.2018
38 H -6.706 -1.085 0.678  0.3719
39 H -3.833 -1.217 0.862  0.2239
40 H -4.958 0.908 1.394  0.1842
41 H -6.108 0.642 -1.157  0.4956
42 H -3.911 2.338 -0.412  0.1633
43 H -1.426 1.572 -1.157  0.1992
44 H -0.249 0.387 1.401  0.1641
45 H 0.223 -1.330 -0.048  0.5091
46 H 1.135 1.190 -1.209  0.1732
47 H 2.124 -0.650 -1.620  0.1738
48 H 4.405 0.706 0.765  0.2201
49 H 6.924 0.600 0.254  0.1862
50 H 6.838 2.467 -1.407  0.2167
51 H 5.139 2.081 -1.735  0.2109
52 H 5.609 2.681 -0.144  0.2226
53 H 5.956 -0.191 -2.254  0.4830
54 H 5.695 -1.160 1.628  0.1745
55 H 6.345 -1.784 -0.699  0.5067
56 H 3.241 -1.348 1.863  0.1973
57 H 4.631 -3.672 1.184  0.4849
58 H 3.411 -2.659 -0.884  0.2058
59 H 1.610 -3.102 1.067  0.3898
60 H 1.263 -3.275 -0.526  0.3749
61 H 1.443 2.309 1.613  0.1884
62 H 2.897 3.825 0.534  0.3614
63 H 2.752 3.019 -0.887  0.3525
64 H 0.432 4.373 0.665  0.2247
65 H 0.291 3.593 -0.921  0.2034
66 H -1.872 3.589 0.129  0.1974
67 H -2.206 2.549 2.210  0.3706
68 H -0.601 2.373 2.446  0.3450
69 H -3.395 -0.733 -2.887  0.2010
70 H -2.444 -0.842 -1.371  0.2200
71 H -3.159 -3.033 -0.745  0.2149
72 H -4.090 -3.228 -2.239  0.2153
73 H -4.875 -3.463 -0.664  0.2273
74 H -6.385 -1.754 -1.537  0.4800

Summary:
Total charge: 0
Max |F|, Eh/bohr: 0.0165
Gap between HOMO and LUMO, Eh: 0.3442
Structure (SMILES): CN[C@@H]1[C@H](O)[C@@H](O[C@@H]2[C@@H](O)[C@H](O[C@H]3O[C@H]([C@H](C)O)[C@H](O)[C@H](O)[C@H]3N)[C@@H](N)C[C@@H]2N)OC[C@]1(C)O
HOMO level, eV: -8.8
Calculated total energy, eV: -47825.0266
Spin multiplicity: 1

[3]
# C20H40O14S5

A cluster of 5 separate species, C20H40O14S5 in total (the ωB97M-V functional and the def2-TZVPD basis, the OMol25 dataset).

Last column: Löwdin charge in e.
CARTESIAN COORDINATES (ANGSTROEM)
1 O 1.728 0.565 3.507  -0.2051
2 S 0.925 -0.600 3.538  0.5799
3 O 0.668 -1.288 2.317  -0.2226
4 O -0.459 -0.334 4.255  -0.1349
5 C -0.894 -1.547 4.932  -0.3438
6 O -1.617 -1.157 6.040  0.0546
7 C 0.413 -2.293 5.304  -0.2417
8 C 0.428 -3.789 5.045  -0.0928
9 C 0.452 -4.264 3.582  -0.2315
10 O 1.654 -4.952 3.267  -0.0569
11 O 1.488 -1.595 4.631  -0.1406
12 H -1.612 -2.095 4.322  0.1546
13 H -1.051 -0.619 6.616  0.1223
14 H 0.550 -2.152 6.378  0.1570
15 H 1.325 -4.186 5.526  0.1284
16 H -0.421 -4.221 5.581  0.1313
17 H 0.297 -3.439 2.887  0.0978
18 H -0.346 -4.987 3.423  0.1231
19 H 2.366 -4.307 3.192  0.0890
20 O -3.267 -1.460 2.556  -0.3220
21 S -3.658 -0.332 1.743  0.6684
22 O -3.214 -0.224 0.376  -0.3242
23 C -5.434 -0.161 1.822  -0.2270
24 C -5.676 0.744 3.023  -0.2093
25 C -4.618 1.852 2.931  -0.2035
26 C -3.270 1.181 2.639  -0.2098
27 H -5.883 -1.148 1.909  0.1130
28 H -5.752 0.321 0.898  0.0773
29 H -6.687 1.147 3.009  0.1153
30 H -5.547 0.176 3.947  0.1200
31 H -4.878 2.529 2.114  0.1130
32 H -4.569 2.443 3.844  0.1148
33 H -2.615 1.782 2.013  0.1053
34 H -2.745 0.886 3.546  0.0901
35 O -8.051 1.853 0.252  -0.3332
36 S -8.258 1.976 -1.173  0.6630
37 O -9.581 1.877 -1.728  -0.3176
38 C -7.453 3.475 -1.733  -0.2293
39 C -6.030 3.033 -2.059  -0.2178
40 C -6.164 1.698 -2.804  -0.2061
41 C -7.148 0.831 -2.012  -0.2120
42 H -7.527 4.219 -0.944  0.1065
43 H -7.987 3.814 -2.621  0.1081
44 H -5.511 3.780 -2.658  0.1160
45 H -5.464 2.891 -1.136  0.1127
46 H -6.554 1.877 -3.807  0.1177
47 H -5.203 1.196 -2.909  0.1170
48 H -7.751 0.177 -2.636  0.1041
49 H -6.649 0.247 -1.241  0.0877
50 O 5.849 -0.673 -1.106  -0.3314
51 S 5.356 0.594 -0.617  0.6643
52 O 6.283 1.579 -0.122  -0.3250
53 C 4.295 1.322 -1.870  -0.2210
54 C 2.910 0.772 -1.551  -0.2111
55 C 2.768 0.856 -0.026  -0.2114
56 C 4.053 0.297 0.589  -0.2165
57 H 4.668 1.052 -2.855  0.0795
58 H 4.343 2.403 -1.740  0.1119
59 H 2.132 1.336 -2.063  0.1172
60 H 2.839 -0.268 -1.879  0.1213
61 H 2.644 1.900 0.270  0.1208
62 H 1.900 0.308 0.336  0.1010
63 H 4.333 0.789 1.517  0.1023
64 H 4.002 -0.779 0.742  0.1051
65 O 5.283 -0.919 -6.803  -0.3215
66 S 6.008 0.040 -6.007  0.6599
67 O 5.491 1.376 -5.842  -0.3314
68 C 6.362 -0.675 -4.409  -0.2482
69 C 7.698 -1.381 -4.595  -0.2097
70 C 8.568 -0.416 -5.413  -0.2112
71 C 7.715 0.095 -6.581  -0.2188
72 H 5.543 -1.331 -4.126  0.1127
73 H 6.446 0.146 -3.699  0.0828
74 H 8.149 -1.621 -3.633  0.1185
75 H 7.551 -2.314 -5.143  0.1204
76 H 8.869 0.423 -4.783  0.1177
77 H 9.475 -0.897 -5.776  0.1123
78 H 7.940 1.120 -6.866  0.1005
79 H 7.774 -0.554 -7.452  0.1023

Summary:
Total charge: 0
Max |F|, Eh/bohr: 0.0136
Gap between HOMO and LUMO, Eh: 0.3811
Structure (SMILES): O=S1(=O)O[C@H](O)[C@@H](CCO)O1.O=S1(=O)CCCC1.O=S1(=O)CCCC1.O=S1(=O)CCCC1.O=S1(=O)CCCC1
HOMO level, eV: -10.2
Calculated total energy, eV: -104228.0450
Spin multiplicity: 1

The lowest HOMO level belongs to which entry?
C20H40O14S5

Which formula does entry 1 have?
C20H40N14O4PPbS

Among the records above, which one has the lowest gap between HOMO and LUMO?
C20H40N14O4PPbS